115
Properties=species:S:1:pos:R:3:forces:R:3:mulliken_charge:R:1 method="wB97M-V/def2-TZVPD" e_lumo_ev="0.718 / 0.741" charge=-1 e_above_lowest_ev=2.495 gap_ev="2.98 / 2.98" largest_force_ev_per_a=3.26
Y -9.25297 -24.71579 8.08746 0.1 -0.7 1.2 0.8726
I -17.16651 -28.32177 12.86741 -0.3 -0.1 0.3 0.0462
C -15.45084 -27.25603 12.41190 -0.3 1.2 -0.8 -0.0893
C -14.30441 -27.36683 13.17351 0.0 -0.6 0.1 -0.5326
C -13.13611 -26.82309 12.69650 0.4 1.1 -1.0 -0.3992
C -13.09333 -26.13587 11.46090 -0.5 -0.1 0.6 -0.0356
C -14.28961 -25.93628 10.75693 0.0 0.0 -0.2 -0.5403
C -15.48714 -26.41605 11.27131 0.5 -1.1 0.5 -0.8378
C -11.86391 -25.58520 10.87702 0.8 0.7 -1.5 0.8936
C -11.88425 -24.26197 10.37460 0.6 -0.6 -0.5 -0.0429
C -12.85490 -23.31715 10.77088 -0.7 1.0 -0.2 -1.0721
C -12.52049 -22.09777 10.18200 -0.3 -2.3 0.6 -1.9659
C -11.36469 -22.37205 9.36176 -0.7 0.5 -0.6 0.1843
C -10.78539 -21.29848 8.57287 0.1 -1.6 0.5 0.8380
C -11.57900 -20.26461 7.95914 0.0 -1.7 1.0 1.1562
C -10.95149 -19.23589 7.30359 0.7 1.2 -0.7 -0.8205
C -11.65433 -18.22982 6.68456 -1.0 0.8 -0.8 -0.9832
C -13.06221 -18.35715 6.57917 1.0 0.3 0.3 -0.2020
I -14.15534 -16.71502 5.81478 0.1 -0.5 0.0 -0.0053
C -13.68419 -19.49471 7.10868 -1.2 0.8 -0.9 -0.6516
C -12.96078 -20.41273 7.83174 -1.2 -0.3 -0.4 -0.5596
C -9.38432 -21.28223 8.46656 2.8 -1.1 0.4 0.2100
N -8.54720 -22.39902 8.25983 -0.8 0.7 0.3 0.1899
C -7.22838 -21.98488 8.36292 -0.7 2.4 0.3 0.1802
C -6.04778 -22.72067 8.32379 -0.9 -0.6 0.0 1.1667
C -4.79260 -21.99558 7.99021 -0.2 -0.5 1.2 0.0616
C -4.72514 -21.04928 6.97310 -0.8 -0.6 -0.7 0.0492
C -3.60178 -20.26429 6.71950 1.0 -0.9 2.7 -0.8939
C -2.51412 -20.43499 7.66713 -2.0 -1.7 -0.8 -0.0800
I -0.91751 -19.15887 7.56975 0.6 0.3 0.0 0.0697
C -2.55070 -21.51768 8.61621 1.3 1.5 -1.0 -0.6850
C -3.69627 -22.24135 8.80824 -0.2 0.5 -0.3 -0.7752
C -6.01071 -24.09589 8.67344 0.6 -2.2 -2.1 0.0750
C -4.88016 -24.98359 8.45873 0.3 0.3 0.1 -1.0158
C -5.21359 -26.25193 8.87051 -0.2 0.1 0.7 -1.3851
C -6.62724 -26.20236 9.21794 0.9 0.6 -0.4 0.5737
N -7.09004 -24.93794 8.95485 0.2 0.4 1.4 -0.1891
C -7.38557 -27.32709 9.70268 -0.5 -0.1 -1.3 1.4029
C -8.72990 -27.27313 10.15858 -1.3 1.8 -0.6 0.1204
C -9.54333 -28.38681 10.55192 -1.6 0.2 0.4 -1.1740
C -10.81114 -27.86938 10.91192 1.5 -0.6 -0.9 -1.3388
C -10.79348 -26.45873 10.62225 1.5 -0.7 0.7 0.6394
N -9.53859 -26.07434 10.14900 0.4 -2.1 -0.2 -0.4915
C -6.79041 -28.70137 9.48038 -1.4 -0.2 2.3 -0.2314
C -6.87379 -29.72713 10.46156 1.0 -0.8 0.2 -0.4173
C -6.31695 -31.00980 10.23750 -1.2 0.6 -0.3 -0.7499
C -5.79476 -31.32699 8.98662 -0.5 0.2 -0.4 -0.2088
I -5.34136 -33.33785 8.47126 0.1 0.5 0.2 0.0008
C -5.83662 -30.36212 7.98064 0.6 0.0 -1.2 -0.5058
C -6.34101 -29.08166 8.24627 1.3 -0.4 -0.5 -0.3022
C -7.22499 -20.53689 8.67814 -0.4 -0.5 -0.4 -1.0099
C -8.54497 -20.14561 8.79193 0.9 -0.1 -0.6 -1.4852
N -10.97464 -23.67319 9.44478 -0.8 0.4 1.1 0.5767
H -14.25306 -27.91797 14.10965 -0.3 0.0 -0.2 0.3682
H -12.24275 -26.89103 13.29303 0.3 -0.1 0.0 0.5450
H -14.24419 -25.44115 9.76302 -0.2 -0.3 1.0 0.6090
H -16.41717 -26.25605 10.75119 -0.1 -0.1 -0.1 0.4035
H -13.75875 -23.63141 11.33380 1.0 0.8 -0.1 0.5019
H -13.04778 -21.17661 10.30637 0.0 0.3 0.0 0.7448
H -9.87224 -19.26923 7.25726 -0.1 0.4 -0.1 0.5956
H -11.14394 -17.34891 6.22640 -0.4 -0.9 0.4 0.3188
H -14.75517 -19.67543 6.84825 0.9 0.2 0.6 0.3352
H -13.51644 -21.29540 8.18369 0.7 0.5 -0.1 0.4741
H -5.65762 -21.07509 6.38920 0.7 0.7 -0.2 0.4682
H -3.56416 -19.51794 5.94949 0.0 0.2 -0.2 0.4169
H -1.64331 -21.81206 9.15818 -0.4 0.6 0.0 0.3538
H -3.79047 -22.92328 9.63692 0.2 -0.3 -0.1 0.6132
H -3.94387 -24.72739 7.96223 -0.2 0.1 0.5 0.5529
H -4.50900 -27.08946 9.03861 -0.7 0.6 -0.4 0.4988
H -9.24739 -29.45179 10.48362 -0.4 1.0 0.3 0.4933
H -11.68397 -28.44154 11.22641 0.4 0.2 -0.1 0.4590
H -7.34669 -29.65035 11.45462 0.3 0.6 -0.7 0.5905
H -6.55845 -31.77460 10.97164 0.5 0.0 0.0 0.3267
H -5.46220 -30.57360 6.93208 -0.5 0.1 1.5 0.2934
H -6.29435 -28.29319 7.51794 -0.1 -0.1 -0.6 0.5709
H -6.30179 -19.94606 8.80617 -0.8 -0.4 0.1 0.4766
H -8.93434 -19.16917 9.08727 0.3 -0.4 0.0 0.6357
C -7.69755 -28.84163 4.61101 0.0 0.6 -1.0 -1.2656
Ge -8.86735 -27.25187 4.81029 0.4 1.1 2.3 0.6339
C -10.59398 -27.31305 3.96536 -1.5 -1.7 0.6 -1.0241
C -8.10914 -25.76844 3.78236 1.8 0.6 0.4 -0.7668
C -9.03472 -26.78345 6.74124 0.1 -0.3 0.0 -0.4534
H -7.90624 -29.23118 3.60179 0.5 0.0 0.2 0.4349
H -7.92878 -29.63102 5.31036 0.1 -0.1 0.4 0.3270
H -6.63490 -28.49893 4.69035 -0.9 -0.4 -0.1 0.2798
H -11.43531 -27.53790 4.67551 0.8 0.2 -0.6 0.0401
H -10.49334 -28.16574 3.30038 -0.4 -0.3 -0.4 0.4680
H -10.88175 -26.46976 3.37373 0.1 0.7 -0.3 0.3077
H -7.99283 -26.00899 2.70699 0.0 0.1 0.5 0.3958
H -7.06537 -25.54411 4.24048 -1.7 0.0 -0.9 0.2200
H -8.77501 -24.88509 3.87924 0.5 -0.5 0.0 -0.0623
H -9.09709 -27.71756 7.34859 0.1 0.2 -0.3 0.0863
Cl -15.20384 -25.38736 6.98792 0.0 -1.1 -0.1 -0.1782
C -14.84378 -27.14403 6.61697 1.8 1.1 0.4 -0.5062
Cl -13.11545 -27.51078 7.09823 -1.1 0.2 -0.3 -0.0687
H -14.87420 -27.21793 5.53830 -0.3 -0.3 0.1 0.3207
H -15.47289 -27.80315 7.19403 -0.3 0.1 -0.1 0.3825
N -10.28951 -24.24530 5.98811 -1.0 1.5 -0.6 -0.2599
C -10.94703 -23.63214 5.23677 1.9 -1.9 1.5 -0.3462
N -11.59904 -23.11618 4.27286 -2.4 0.9 -2.1 0.5444
C -11.02318 -22.06830 3.35903 0.4 -0.9 0.7 -0.5537
C -11.86407 -21.99865 2.10505 -1.1 1.1 0.5 -0.9397
C -13.33392 -21.61869 2.39448 0.4 -0.9 0.4 -0.6703
C -13.74319 -22.16745 3.77395 -1.9 1.1 -0.5 -0.2261
C -13.07254 -23.48959 4.02847 1.4 1.1 1.1 -0.4786
H -10.02265 -22.41879 3.10740 0.1 0.1 0.0 0.5025
H -10.91548 -21.10614 3.88900 -0.3 -0.3 -0.2 0.3766
H -11.84781 -22.89819 1.51097 0.5 -0.3 -0.1 0.3483
H -11.56572 -21.13780 1.55414 1.1 0.2 -0.9 0.3567
H -13.95037 -22.12417 1.65975 -0.2 -0.1 -0.2 0.2590
H -13.51319 -20.55857 2.21911 0.0 0.1 0.5 0.4136
H -14.86261 -22.25391 3.67472 1.0 -0.2 0.8 0.3947
H -13.51289 -21.47058 4.61111 -0.2 -0.4 -0.5 -0.0247
H -13.12874 -24.17665 3.20351 -0.1 -0.4 -0.4 0.3263
H -13.45177 -23.94370 4.93870 0.1 -0.2 0.0 0.1300